No. 1
{"formula": "C23H22F6IN2O2OsPS2", "method": "the ωB97M-V functional and the def2-TZVPD basis", "total_charge": 1, "e_homo_ev": [-11.2, -11.2], "spin_multiplicity": 6, "energy_ev": -89113.2624, "s_squared": 8.7964, "lumo_ev": [-3.49, -6.72], "gap_ev": [7.747, 4.528], "elements": ["Os", "C", "N", "C", "C", "N", "C", "C", "C", "C", "C", "C", "C", "S", "C", "C", "C", "C", "C", "C", "S", "H", "H", "H", "H", "H", "H", "H", "H", "H", "H", "H", "H", "H", "H", "H", "H", "H", "H", "I", "C", "C", "C", "C", "C", "C", "C", "O", "O", "H", "H", "H", "H", "F", "P", "F", "F", "F", "F", "F"], "xyz": [[0.0144, -0.9632, 0.3259], [-1.4778, -0.0017, 3.2544], [-1.7292, 0.2072, 1.8025], [-1.6516, 1.6624, 1.5365], [-1.6521, 1.9615, 0.0609], [-0.4431, 1.4506, -0.6249], [-0.7300, 1.3897, -2.0744], [0.7130, 2.2614, -0.3469], [0.9165, 3.4562, -1.0082], [2.0209, 4.2563, -0.7276], [2.9570, 3.8800, 0.2340], [2.7848, 2.6981, 0.9071], [1.6719, 1.8576, 0.6291], [1.6190, 0.4124, 1.5078], [-3.0443, -0.3099, 1.4384], [-4.1642, 0.0364, 2.1799], [-5.4195, -0.4379, 1.8336], [-5.5767, -1.2631, 0.7298], [-4.4715, -1.6192, -0.0167], [-3.1985, -1.1552, 0.3365], [-1.8869, -1.7545, -0.6313], [-2.0302, 0.7350, 3.8415], [-0.4151, 0.1220, 3.4547], [-1.7747, -1.0047, 3.5419], [-0.7423, 2.0338, 2.0143], [-2.4916, 2.1752, 2.0154], [-1.7556, 3.0396, -0.1056], [-2.5101, 1.4799, -0.4119], [-1.2143, 2.3067, -2.4204], [-1.4021, 0.5547, -2.2599], [0.1871, 1.2235, -2.6280], [0.2065, 3.7859, -1.7530], [2.1453, 5.1887, -1.2614], [3.8103, 4.5081, 0.4437], [3.4972, 2.3734, 1.6531], [-4.0658, 0.6761, 3.0459], [-6.2765, -0.1633, 2.4324], [-6.5538, -1.6375, 0.4607], [-4.5696, -2.2772, -0.8692], [6.6620, -1.1012, -5.5967], [5.1738, -1.1763, -4.1558], [5.2642, -2.1024, -3.1214], [4.2765, -2.1432, -2.1540], [3.1911, -1.2748, -2.2352], [3.0994, -0.3587, -3.2789], [4.0962, -0.3000, -4.2358], [2.1742, -1.3211, -1.1775], [2.3703, -1.8067, -0.0606], [0.9966, -0.7815, -1.4208], [6.1018, -2.7828, -3.0707], [4.3410, -2.8461, -1.3354], [2.2517, 0.3085, -3.3413], [4.0379, 0.4148, -5.0443], [-0.3302, -2.0117, 2.0477], [-0.7914, -3.8533, 2.5724], [-2.2843, -3.2909, 2.4435], [-0.7957, -4.1256, 1.0020], [-0.7169, -3.2331, 4.0332], [0.7748, -4.0675, 2.5861], [-1.1897, -5.2912, 3.0030]], "lowdin_charge": [1.38, -0.06, -0.22, -0.16, -0.14, -0.21, -0.07, -0.25, 0.01, 0.00, -0.04, -0.07, -0.54, 0.92, -0.28, 0.00, -0.03, -0.05, -0.09, -0.55, 0.81, 0.10, 0.07, 0.08, 0.12, 0.14, 0.14, 0.13, 0.10, 0.07, 0.08, 0.12, 0.12, 0.12, 0.11, 0.12, 0.12, 0.12, 0.11, 0.93, -0.73, -0.12, 0.01, -0.14, -0.01, -0.13, -0.57, -0.03, -0.24, 0.10, 0.13, 0.11, 0.10, -0.46, 0.25, -0.12, -0.16, -0.11, -0.10, -0.05]}

No. 2
{"formula": "C30H64N11O7P3", "method": "the ωB97M-V functional and the def2-TZVPD basis", "e_homo_ev": -8.1, "smiles": "CN(C)P(=O)(N(C)C)N(C)C.CN(C)P(=O)(N(C)C)N(C)C.CN(C)P(=O)(N(C)C)N(C)C.O=[N+]([O-])c1ccccc1.O=[N+]([O-])c1ccccc1", "energy_ev": -90736.6555, "lumo_ev": -0.58, "gap_ev": 7.481, "elements": ["C", "C", "C", "C", "C", "C", "N", "O", "O", "H", "H", "H", "H", "H", "C", "C", "C", "C", "C", "C", "N", "O", "O", "H", "H", "H", "H", "H", "O", "P", "N", "C", "C", "N", "C", "C", "N", "C", "C", "H", "H", "H", "H", "H", "H", "H", "H", "H", "H", "H", "H", "H", "H", "H", "H", "H", "H", "O", "P", "N", "C", "C", "N", "C", "C", "N", "C", "C", "H", "H", "H", "H", "H", "H", "H", "H", "H", "H", "H", "H", "H", "H", "H", "H", "H", "H", "O", "P", "N", "C", "C", "N", "C", "C", "N", "C", "C", "H", "H", "H", "H", "H", "H", "H", "H", "H", "H", "H", "H", "H", "H", "H", "H", "H", "H"], "xyz": [[-9.0848, 2.4593, 2.7851], [-8.7069, 1.3775, 3.5720], [-7.3664, 1.1018, 3.7692], [-6.4285, 1.9329, 3.1773], [-6.7704, 2.9964, 2.3677], [-8.1216, 3.2537, 2.1865], [-5.0083, 1.5879, 3.3155], [-4.7339, 0.5088, 3.7830], [-4.1848, 2.3782, 2.8930], [-10.1384, 2.6450, 2.6257], [-9.4516, 0.8168, 4.1212], [-7.0232, 0.2387, 4.3199], [-6.0151, 3.5931, 1.8801], [-8.4070, 4.0948, 1.5675], [5.2265, 7.5100, -1.6016], [5.1274, 6.1380, -1.7966], [4.9158, 5.3113, -0.6916], [4.7835, 5.8524, 0.5656], [4.7684, 7.2262, 0.7496], [5.0257, 8.0554, -0.3355], [4.7175, 4.9624, 1.7368], [4.9421, 3.7809, 1.5468], [4.3628, 5.4465, 2.7867], [5.3088, 8.1683, -2.4590], [5.2203, 5.6867, -2.7730], [4.8735, 4.2575, -0.9278], [4.7275, 7.6805, 1.7295], [5.0022, 9.1260, -0.1891], [3.6633, -5.1000, -0.8046], [4.7952, -4.5439, -1.5637], [4.3777, -3.1019, -2.3313], [3.2704, -3.0894, -3.2664], [4.9430, -1.8242, -1.9979], [5.3967, -5.5125, -2.7797], [6.1615, -4.9057, -3.8430], [4.5796, -6.6396, -3.2113], [6.0905, -4.2326, -0.5686], [7.3441, -3.6501, -1.0374], [5.7418, -3.9205, 0.8324], [3.5805, -2.7568, -4.2686], [2.4831, -2.4096, -2.9270], [2.8577, -4.0885, -3.3971], [5.8534, -1.6178, -2.5836], [5.2940, -1.7752, -0.9639], [4.2405, -1.0046, -2.1511], [5.5889, -4.8946, -4.7772], [6.4621, -3.8859, -3.6125], [7.0915, -5.4595, -4.0145], [3.6977, -6.3214, -3.7708], [5.2048, -7.3581, -3.7407], [4.2496, -7.1719, -2.3175], [8.0437, -3.4592, -0.2254], [7.8538, -4.3096, -1.7401], [7.1924, -2.6781, -1.5204], [4.7464, -3.4813, 0.9142], [6.4670, -3.2171, 1.2339], [5.7315, -4.8340, 1.4273], [-5.2169, -2.9026, -1.3070], [-5.0493, -1.8916, -0.2544], [-3.6314, -2.0298, 0.5973], [-3.4802, -2.1481, 2.0363], [-2.4986, -2.5119, -0.1839], [-6.2509, -1.8499, 0.8983], [-7.4838, -1.1466, 0.6212], [-6.4041, -2.9850, 1.7689], [-4.9994, -0.3639, -0.8718], [-4.3659, 0.7589, -0.2165], [-5.6964, -0.0525, -2.1020], [-2.5076, -1.7764, 2.3698], [-3.5512, -3.2015, 2.3268], [-4.2122, -1.5070, 2.5198], [-2.5642, -3.5870, -0.3977], [-1.6001, -2.3865, 0.4214], [-2.4022, -1.9701, -1.1214], [-8.3254, -1.8442, 0.5863], [-7.6774, -0.3570, 1.3529], [-7.4453, -0.6872, -0.3674], [-7.2902, -3.5820, 1.5266], [-5.5468, -3.6500, 1.6977], [-6.4655, -2.6953, 2.8261], [-3.3731, 0.5093, 0.1527], [-4.2612, 1.5654, -0.9429], [-4.9361, 1.1545, 0.6364], [-6.3759, 0.7963, -1.9354], [-6.3382, -0.8744, -2.4152], [-5.0132, 0.2042, -2.9151], [-0.7934, 0.3720, -0.3951], [0.3638, 1.1128, 0.1286], [-0.0179, 2.4963, 0.9902], [-0.0780, 3.7579, 0.2295], [-1.2320, 2.2985, 1.8001], [1.3770, 1.6424, -1.0594], [1.2898, 0.9350, -2.3256], [2.6672, 2.2057, -0.7129], [1.3435, 0.2651, 1.1863], [1.3462, 0.5127, 2.6154], [1.5165, -1.1402, 0.8834], [-0.4812, 3.5826, -0.7695], [0.9028, 4.2295, 0.2005], [-0.7353, 4.4510, 0.7530], [-1.1989, 1.4348, 2.4573], [-2.0926, 2.1729, 1.1328], [-1.4278, 3.1914, 2.3927], [0.2574, 0.9882, -2.6710], [1.8174, 1.5360, -3.0732], [1.6769, -0.0844, -2.3034], [3.4491, 1.7699, -1.3427], [2.6702, 3.2887, -0.8660], [2.9730, 1.9721, 0.3085], [2.2261, 0.0539, 3.0663], [1.4125, 1.5805, 2.8201], [0.4299, 0.1545, 3.0989], [2.5658, -1.4664, 0.9160], [1.1209, -1.4370, -0.0883], [1.0504, -1.8080, 1.6214]], "lowdin_charge": [-0.07, -0.07, -0.01, -0.16, 0.00, -0.06, -0.34, 0.08, 0.07, 0.11, 0.11, 0.12, 0.12, 0.11, -0.07, -0.06, -0.02, -0.15, 0.00, -0.06, -0.35, 0.07, 0.09, 0.11, 0.11, 0.11, 0.12, 0.11, -0.27, 0.50, -0.30, -0.10, -0.13, -0.30, -0.13, -0.11, -0.28, -0.11, -0.10, 0.09, 0.07, 0.07, 0.07, 0.07, 0.07, 0.09, 0.06, 0.09, 0.08, 0.08, 0.08, 0.08, 0.07, 0.05, 0.06, 0.08, 0.08, -0.28, 0.48, -0.29, -0.11, -0.11, -0.29, -0.09, -0.13, -0.30, -0.09, -0.13, 0.08, 0.08, 0.05, 0.08, 0.07, 0.08, 0.09, 0.07, 0.06, 0.08, 0.07, 0.08, 0.05, 0.09, 0.06, 0.08, 0.07, 0.08, -0.26, 0.50, -0.28, -0.10, -0.12, -0.30, -0.11, -0.11, -0.29, -0.12, -0.12, 0.08, 0.06, 0.08, 0.07, 0.06, 0.08, 0.08, 0.08, 0.06, 0.08, 0.06, 0.08, 0.09, 0.08, 0.08, 0.08, 0.07, 0.08]}

No. 3
{"formula": "C7H11BrINO", "method": "the ωB97M-V functional and the def2-TZVPD basis", "e_homo_ev": -9.2, "relative_energy_kj_mol": 0.0, "energy_ev": -89116.9617, "lumo_ev": 0.45, "gap_ev": 9.682, "elements": ["C", "C", "C", "C", "C", "C", "C", "N", "O", "Br", "I", "H", "H", "H", "H", "H", "H", "H", "H", "H", "H", "H"], "xyz": [[1.7412, -1.6550, 0.3041], [2.1855, -0.2430, -1.7497], [0.7024, -0.4798, -1.3163], [2.6964, -1.5208, -1.1789], [-1.6991, -0.3238, 0.1049], [0.0524, 0.8435, 1.5293], [-0.4261, -0.5493, 0.9457], [0.6256, -0.9582, -0.0165], [2.0445, -2.3497, 1.2221], [2.2168, -2.9305, -2.3971], [4.8024, -1.7441, -0.8487], [2.2459, -0.1298, -2.7857], [2.6697, 0.5776, -1.2421], [0.2553, 0.4913, -1.3702], [0.2490, -1.0436, -2.1705], [-1.7172, -0.7726, -0.8512], [-2.6430, -0.3316, 0.6426], [-1.5879, 0.7251, -0.1454], [1.0383, 0.6733, 2.0768], [-0.7281, 1.3651, 2.2337], [0.3537, 1.4507, 0.5619], [-0.4839, -1.3840, 1.6771]], "lowdin_charge": [-0.46, -0.27, -0.26, -1.18, -0.05, -0.05, -0.32, -0.06, 0.08, 0.69, 0.81, 0.09, 0.11, 0.11, 0.11, 0.06, 0.09, 0.06, 0.09, 0.11, 0.10, 0.15]}

Copy entry 3 word for word.
{"formula": "C7H11BrINO", "method": "the ωB97M-V functional and the def2-TZVPD basis", "e_homo_ev": -9.2, "relative_energy_kj_mol": 0.0, "energy_ev": -89116.9617, "lumo_ev": 0.45, "gap_ev": 9.682, "elements": ["C", "C", "C", "C", "C", "C", "C", "N", "O", "Br", "I", "H", "H", "H", "H", "H", "H", "H", "H", "H", "H", "H"], "xyz": [[1.7412, -1.6550, 0.3041], [2.1855, -0.2430, -1.7497], [0.7024, -0.4798, -1.3163], [2.6964, -1.5208, -1.1789], [-1.6991, -0.3238, 0.1049], [0.0524, 0.8435, 1.5293], [-0.4261, -0.5493, 0.9457], [0.6256, -0.9582, -0.0165], [2.0445, -2.3497, 1.2221], [2.2168, -2.9305, -2.3971], [4.8024, -1.7441, -0.8487], [2.2459, -0.1298, -2.7857], [2.6697, 0.5776, -1.2421], [0.2553, 0.4913, -1.3702], [0.2490, -1.0436, -2.1705], [-1.7172, -0.7726, -0.8512], [-2.6430, -0.3316, 0.6426], [-1.5879, 0.7251, -0.1454], [1.0383, 0.6733, 2.0768], [-0.7281, 1.3651, 2.2337], [0.3537, 1.4507, 0.5619], [-0.4839, -1.3840, 1.6771]], "lowdin_charge": [-0.46, -0.27, -0.26, -1.18, -0.05, -0.05, -0.32, -0.06, 0.08, 0.69, 0.81, 0.09, 0.11, 0.11, 0.11, 0.06, 0.09, 0.06, 0.09, 0.11, 0.10, 0.15]}